No. 1
6 unconnected molecules or ions with the total composition CH12O6 at a distorted geometry, computed with ωB97M-V/def2-TZVPD.

The geometry in XYZ format:
```
19
Properties=species:S:1:pos:R:3:forces:R:3:mulliken_charge:R:1
H -1.656 -1.194 0.200 -0.200 0.053 -0.340 0.398
O -1.442 -0.685 -1.573 -1.201 -0.821 -1.664 -0.741
H -0.827 1.586 -0.631 -0.395 0.434 0.619 0.197
H -1.874 -0.218 1.382 0.534 -1.430 -0.342 0.371
H 0.996 -1.222 -0.657 0.103 -0.292 -0.435 0.477
H -1.855 -1.102 -2.373 0.036 0.649 1.243 0.292
H 1.562 -1.652 1.547 -0.957 0.748 -1.349 0.300
O 0.941 -1.083 -1.644 0.669 -1.098 -0.079 -0.727
C -0.599 1.983 0.392 1.708 -0.918 2.079 0.096
H 1.604 -0.423 -1.753 0.509 0.837 -0.464 0.263
O -1.215 1.663 1.414 0.702 0.877 -2.271 -0.498
O 1.114 -1.133 0.819 1.234 -1.008 2.349 -0.640
H 2.662 0.484 0.336 0.981 -1.862 1.454 0.288
H 0.471 2.463 0.516 -2.173 -0.246 -0.348 0.174
O -1.560 -1.149 1.166 -0.323 1.441 0.646 -0.771
H 0.179 -1.014 1.095 -0.478 -0.157 0.264 0.357
H -0.484 -0.884 -1.769 -0.144 0.498 0.333 0.436
H 2.704 1.264 -0.949 -1.078 0.127 1.827 0.296
O 2.176 1.139 -0.093 0.475 2.169 -3.521 -0.566
```
Forces are in eV/Å.

Properties
Structure (SMILES): C=O.O.O.O.O.O
Total energy: -13515.79777 eV
LUMO: 0.222 eV
Highest occupied orbital energy: -9.9 eV
Frontier orbital gap: 10.2 eV
M: 120.10 g/mol

=====

No. 2
5 unconnected molecules or ions with the total composition CH13N2O4 at a distorted geometry, computed with ωB97M-V/def2-TZVPD.

The geometry in XYZ format:
```
20
Properties=species:S:1:pos:R:3:forces:R:3:mulliken_charge:R:1
O -1.321 0.609 -0.235 0.318 -0.184 -0.151 -0.647
H 2.006 0.579 2.216 0.445 -0.372 0.388 0.316
O -0.311 -3.259 4.092 0.710 0.354 -0.425 -0.649
O 1.704 1.308 1.682 -0.279 0.105 -0.378 -0.622
N 3.007 1.863 -2.125 -1.049 -0.206 0.830 -0.319
H 1.774 0.335 -1.549 -0.085 -0.087 0.082 0.290
H 0.296 1.701 -0.429 -0.323 0.240 -0.066 0.210
H -0.267 -4.040 4.646 -0.419 -0.012 0.100 0.329
H -4.280 -3.084 -2.322 -0.029 0.277 -0.412 0.322
H -1.208 -2.936 4.023 -0.293 -0.319 0.312 0.320
H -2.243 0.392 -0.058 -0.064 0.169 0.102 0.320
H 3.289 2.817 -2.002 0.269 0.210 -0.279 0.231
H 3.585 1.197 -2.575 0.800 -0.221 -0.387 0.249
H -1.042 -0.073 -0.857 -0.182 -0.073 0.038 0.300
C 1.928 1.403 -1.521 0.112 0.544 -0.424 0.339
H 0.752 1.265 1.810 -0.212 0.128 0.104 0.330
H -5.018 -2.942 -1.069 -0.405 0.191 0.389 0.323
H 1.166 3.149 -0.883 -0.171 0.091 0.077 0.232
O -4.836 -2.439 -1.866 0.471 -0.465 0.044 -0.644
N 1.019 2.156 -0.976 0.388 -0.371 0.057 -0.228
```
Forces are in eV/Å.

Properties
Charge: +1
Total energy: -12412.18054 eV
LUMO: -3.242 eV
Highest occupied orbital energy: -13.7 eV
Frontier orbital gap: 10.4 eV
M: 117.12 g/mol

=====

No. 3
A molecular structure, CH13NO4 at a distorted geometry, computed with ωB97M-V/def2-TZVPD.

The geometry in XYZ format:
```
19
Properties=species:S:1:pos:R:3:forces:R:3:mulliken_charge:R:1
O 2.685 -0.959 1.174 -0.203 0.163 0.495 -0.688
H 2.313 -1.841 1.080 0.072 0.043 -0.233 0.327
N -0.522 0.076 1.147 1.502 -0.628 0.237 -0.512
H -0.768 -0.899 1.266 -0.881 0.111 0.301 0.289
O -1.183 -1.604 -2.210 0.053 -0.005 -0.094 -0.655
H -0.754 2.037 1.700 0.272 0.054 0.291 0.269
H 0.873 0.473 -1.654 -0.279 -0.226 -0.236 0.408
O 1.690 -0.058 -1.688 0.689 0.053 0.432 -0.672
H -0.917 1.854 -1.048 -0.097 -0.085 -0.425 0.246
H 2.494 -0.491 0.354 0.040 -0.188 -0.580 0.315
H -2.072 1.046 2.144 -0.105 -0.241 0.391 0.341
O -0.799 0.907 -1.189 0.321 0.282 1.125 -0.954
C -0.987 1.061 2.128 -0.263 0.025 -0.786 -0.853
H -0.658 0.519 -0.109 -0.669 0.209 -1.473 0.571
H 0.496 -0.016 1.170 0.083 0.401 0.211 0.281
H -1.120 -0.632 -2.095 -0.369 -0.395 -0.098 0.368
H 1.679 -0.614 -2.472 -0.285 0.083 0.064 0.296
H -1.917 -1.804 -2.806 0.236 0.336 0.213 0.298
H -0.535 0.948 3.107 -0.119 0.010 0.164 0.325
```
Forces are in eV/Å.

Properties
Total energy: -10928.11401 eV
LUMO: 0.614 eV
Highest occupied orbital energy: -10.4 eV
Frontier orbital gap: 11.0 eV
M: 103.12 g/mol

=====

No. 4
A molecular structure, CH13NO4 at a distorted geometry, computed with ωB97M-V/def2-TZVPD.

The geometry in XYZ format:
```
19
Properties=species:S:1:pos:R:3:forces:R:3:mulliken_charge:R:1
H 1.238 0.227 1.035 1.333 0.933 -1.530 0.403
H 0.996 -2.951 1.440 -0.073 0.387 0.268 0.316
H 2.332 -1.983 1.697 2.679 0.896 -0.362 0.304
O -1.243 1.903 -0.916 0.010 -1.894 -3.184 -0.630
H 1.099 -2.119 2.980 0.519 0.216 -0.281 0.308
H 0.341 -1.210 0.367 -0.603 0.987 0.894 0.301
H 1.642 0.034 -1.438 -0.914 -0.249 0.435 0.352
H -3.540 0.602 0.331 0.212 0.569 -0.505 0.296
H -0.435 -0.794 1.930 2.655 -0.145 -2.177 0.303
N 0.509 -0.856 1.337 -1.189 -1.492 1.041 -0.482
O -3.405 0.250 -0.554 -0.261 -0.281 -1.025 -0.634
H -0.645 1.955 -0.196 1.210 -0.094 0.898 0.284
H -3.151 0.949 -1.208 -0.226 -0.558 1.706 0.334
C 1.336 -2.010 1.913 -3.973 -0.622 0.426 -0.810
H 1.079 -0.339 -2.774 -0.398 -0.358 0.133 0.291
O 0.878 -0.465 -1.834 1.146 0.741 -0.335 -0.661
H -0.869 1.153 -1.539 -0.694 2.138 2.167 0.371
O 2.003 0.934 0.270 -1.787 -1.551 1.198 -0.863
H 2.473 1.558 0.810 0.353 0.377 0.234 0.217
```
Forces are in eV/Å.

Properties
Total energy: -10926.79007 eV
LUMO: 0.495 eV
Highest occupied orbital energy: -9.7 eV
Frontier orbital gap: 10.2 eV
M: 103.12 g/mol

=====

No. 5
6 unconnected molecules or ions with the total composition CH13NO6 at a distorted geometry, computed with ωB97M-V/def2-TZVPD.

The geometry in XYZ format:
```
21
Properties=species:S:1:pos:R:3:forces:R:3:mulliken_charge:R:1
H 2.023 1.992 2.846 -0.888 -1.263 -1.608 0.295
H -3.133 -0.789 -2.038 0.223 -0.961 0.578 0.334
H -2.162 -1.250 0.617 0.336 0.114 0.686 0.344
H -0.438 3.926 0.419 -2.440 1.603 1.896 0.291
H -0.172 -0.181 0.330 0.038 -0.243 -0.078 0.180
C 0.197 -0.347 -1.681 0.029 0.845 0.142 0.037
H 0.389 1.269 -0.320 -0.141 1.094 -0.536 0.243
O 0.192 -1.579 -1.735 -0.221 1.481 -0.258 -0.568
O 2.298 -1.227 1.168 2.418 -0.325 -0.700 -0.658
H 0.212 0.385 -2.591 0.298 -1.412 1.161 0.288
H -1.933 -1.491 -1.423 1.334 -0.205 -0.189 0.313
H -1.698 -2.221 1.661 0.161 -0.359 0.297 0.327
N 0.085 0.341 -0.501 -0.171 -1.370 -0.328 -0.085
H 1.050 3.485 0.593 -2.168 -0.054 -1.141 0.317
O 1.459 1.783 2.047 0.408 0.561 0.613 -0.633
O 0.234 3.503 -0.017 4.601 -1.749 -0.805 -0.650
H 1.605 -1.399 0.557 -1.581 -0.296 -0.734 0.299
H 1.511 0.861 1.709 0.755 0.633 1.034 0.355
H 3.059 -1.501 0.572 -0.925 0.615 1.408 0.339
O -1.581 -1.306 1.411 -0.610 0.258 -1.061 -0.687
O -2.864 -1.597 -1.541 -1.458 1.033 -0.380 -0.681
```
Forces are in eV/Å.

Properties
Structure (SMILES): NC=O.O.O.O.O.O
Total energy: -15023.19221 eV
LUMO: 0.554 eV
Highest occupied orbital energy: -10.5 eV
Frontier orbital gap: 11.0 eV
M: 135.12 g/mol

=====

No. 6
A molecular structure, CH13NSi4 at a distorted geometry, computed with ωB97M-V/def2-TZVPD.

The geometry in XYZ format:
```
19
Properties=species:S:1:pos:R:3:forces:R:3:mulliken_charge:R:1
H 2.624 1.150 -1.677 0.031 -0.394 -1.253 0.288
C 2.328 1.433 -0.708 3.129 0.306 2.180 -0.859
H -0.642 0.752 -1.560 -1.121 0.693 -1.020 -0.089
H 1.336 1.514 -0.544 -3.384 0.115 -0.007 0.117
Si -2.120 -0.194 1.455 -1.109 0.405 2.535 0.187
Si -2.036 0.151 -1.434 0.605 -1.294 -0.384 0.173
H -2.387 1.203 1.199 -0.210 0.895 0.166 -0.147
H -1.103 -0.298 2.586 -0.542 -0.050 -0.614 -0.103
H 3.308 0.437 1.892 0.169 0.202 0.418 -0.097
Si 3.023 0.123 0.507 -4.375 0.921 -0.260 0.401
Si -0.101 -1.682 0.091 1.855 -0.475 0.871 -0.062
H 3.986 -0.443 -0.227 2.868 -1.812 -1.361 -0.133
H 2.726 2.419 -0.478 0.327 0.207 -0.132 0.346
H -0.298 -2.762 -0.891 0.335 -0.162 -0.194 -0.089
H -2.255 -1.031 -2.380 0.068 1.018 0.003 -0.074
H -3.387 0.896 -1.304 1.339 -0.290 0.037 -0.058
H -0.013 -2.254 1.501 -0.266 0.139 -0.724 -0.088
N -1.491 -0.706 -0.015 -0.880 -0.409 0.339 0.386
H -3.499 -0.707 1.987 1.162 -0.014 -0.600 -0.099
```
Forces are in eV/Å.

Properties
Total energy: -34244.67420 eV
LUMO (spin up / spin down): -0.638 / -0.486 eV
Highest occupied orbital energy (spin up / spin down): -7.3 / -7.3 eV
Frontier orbital gap (spin up / spin down): 6.6 / 6.8 eV
M: 151.47 g/mol

=====

ΔE to the lowest compared entry with this formula, charge and spin in kJ/mol, matching the order above: 89.1 86.9 51.8 179.6 120.6 372.6